Record 1
Computed, not measured: a structure of composition C3H6ClOP, with wB97M-V/def2-TZVPD.

The geometry in XYZ format:
```
12
Properties=species:S:1:pos:R:3
C -1.597 0.444 0.064
C -0.394 -0.392 0.591
C 0.897 -0.084 -0.205
O 3.272 -1.326 -0.721
P 2.615 -0.557 0.339
Cl 1.296 1.689 -0.260
H -2.364 -0.014 -0.647
H -2.296 0.914 0.805
H -1.304 1.373 -0.522
H -0.283 0.072 1.526
H -0.605 -1.390 0.704
H 0.763 -0.727 -1.673
```

For the HOMO-LUMO gap, the calculation gives 0.332 Ha. Its relative energy (zero: lowest compared OMol25 entry of this formula, charge and spin) is 3.0335 eV.

Atomic partial charges in e from the Mulliken method, atoms 1 to 5: C -1.01; C -0.47; C -0.03; O -0.42; P 0.20

=====

Record 2
Computed, not measured: a structure of composition C43H30N8OPb, with wB97M-V/def2-TZVPD.

The geometry in XYZ format:
```
83
Properties=species:S:1:pos:R:3
Pb -0.174 0.283 0.619
C 5.478 3.407 -1.365
C 4.937 3.254 -2.647
C 3.830 2.450 -2.868
C 3.272 1.814 -1.768
C 2.123 0.917 -1.628
N 1.398 0.509 -2.649
C 0.429 -0.397 -2.548
C -0.213 -0.993 -3.711
C -0.053 -0.792 -5.077
C -0.836 -1.550 -5.929
C -1.746 -2.496 -5.434
C -1.894 -2.706 -4.075
C -1.118 -1.934 -3.219
C -1.017 -1.875 -1.766
N -1.734 -2.661 -0.964
C -1.543 -2.729 0.336
N -0.701 -1.986 1.103
C -0.697 -2.482 2.372
N 0.074 -2.129 3.379
C 1.080 -1.261 3.269
N 1.419 -0.501 2.196
C 2.548 0.201 2.487
N 3.229 1.021 1.692
C 2.978 1.162 0.406
N 1.983 0.579 -0.316
C 3.809 1.968 -0.492
C 4.926 2.762 -0.271
C 2.961 -0.104 3.849
C 4.021 0.341 4.630
C 4.118 -0.156 5.917
C 3.189 -1.084 6.412
C 2.141 -1.537 5.631
C 2.037 -1.027 4.342
C -1.664 -3.582 2.458
C -2.051 -4.405 3.504
C -3.000 -5.378 3.232
C -3.534 -5.533 1.948
C -3.131 -4.720 0.900
C -2.194 -3.737 1.180
N -0.098 -0.942 -1.418
H 6.345 4.041 -1.231
H 5.396 3.773 -3.478
H 3.408 2.320 -3.856
H 0.658 -0.068 -5.451
H -0.745 -1.416 -7.000
H -2.339 -3.071 -6.133
H -2.587 -3.439 -3.684
H 5.340 2.869 0.723
H 4.736 1.053 4.239
H 4.925 0.173 6.559
H 3.300 -1.452 7.424
H 1.424 -2.257 6.001
H -1.624 -4.285 4.491
H -3.335 -6.035 4.025
H -4.270 -6.307 1.772
H -3.527 -4.842 -0.100
C 0.104 3.870 -0.679
C -1.132 3.880 -1.583
C -0.708 3.927 -3.047
C -2.058 2.721 -1.260
C -2.748 2.730 -0.047
C -3.564 1.677 0.330
C -3.731 0.568 -0.501
C -4.628 -0.575 -0.109
C -3.069 0.571 -1.721
C -2.243 1.626 -2.096
H 0.710 4.763 -0.842
H 0.733 3.006 -0.904
H -0.169 3.834 0.377
H -1.690 4.795 -1.356
H -0.066 3.077 -3.295
H -0.136 4.835 -3.243
H -1.568 3.914 -3.719
H -2.617 3.576 0.620
H -4.076 1.708 1.285
H -5.628 -0.449 -0.529
H -4.731 -0.641 0.975
H -4.231 -1.524 -0.473
H -3.191 -0.270 -2.395
H -1.742 1.580 -3.056
O 0.568 2.049 5.057
C -0.077 1.724 4.196
```

For the HOMO-LUMO gap (spin up / spin down), the calculation gives 0.183 / 0.184 Ha. Its relative energy (zero: lowest compared OMol25 entry of this formula, charge and spin) is 0.0000 eV.

Atomic partial charges in e from the Mulliken method, atoms 1 to 5: Pb 1.18; C -0.62; C -0.70; C -0.15; C 0.31

=====

Record 3
Computed, not measured: a structure of composition C20H29GeN2NiS2, with wB97M-V/def2-TZVPD.

The geometry in XYZ format:
```
55
Properties=species:S:1:pos:R:3
Ni 0.639 0.119 -0.055
C -0.652 3.030 -1.075
N -1.084 2.028 -0.119
C -2.225 1.257 -0.587
C -2.331 -0.063 0.154
N -1.244 -0.971 -0.258
C -1.169 -2.126 0.650
C -1.456 -1.423 -1.631
C -2.574 -2.182 -1.958
C -2.794 -2.611 -3.258
C -1.875 -2.267 -4.243
C -0.762 -1.513 -3.926
C -0.524 -1.073 -2.615
S 0.884 -0.135 -2.214
C -1.260 2.520 1.220
C -2.070 3.631 1.443
C -2.283 4.136 2.714
C -1.673 3.502 3.791
C -0.871 2.397 3.585
C -0.635 1.875 2.300
S 0.409 0.485 2.147
H -1.432 3.768 -1.323
H -0.340 2.524 -1.990
H 0.210 3.560 -0.670
H -2.081 1.058 -1.652
H -3.170 1.815 -0.478
H -3.312 -0.520 -0.029
H -2.232 0.102 1.228
H -2.117 -2.677 0.688
H -0.916 -1.767 1.646
H -0.385 -2.798 0.303
H -3.286 -2.444 -1.185
H -3.667 -3.205 -3.497
H -2.029 -2.591 -5.266
H -0.045 -1.247 -4.692
H -2.542 4.106 0.590
H -2.911 5.006 2.863
H -1.822 3.873 4.799
H -0.393 1.909 4.425
C 5.395 -0.948 0.380
Ge 3.419 -1.138 0.445
C 3.010 -2.634 -0.770
C 3.020 -1.798 2.260
C 2.523 0.536 0.032
H 5.886 -1.888 0.644
H 5.732 -0.176 1.075
H 5.718 -0.662 -0.623
H 3.504 -3.538 -0.404
H 3.363 -2.425 -1.780
H 1.936 -2.810 -0.830
H 3.634 -2.679 2.464
H 1.969 -2.074 2.358
H 3.233 -1.039 3.013
H 2.934 0.927 -0.907
H 2.746 1.260 0.820
```

For the HOMO-LUMO gap, the calculation gives 0.255 Ha. Its relative energy (zero: lowest compared OMol25 entry of this formula, charge and spin) is 0.0000 eV. Its charge is -1.

Atomic partial charges in e from the Mulliken method, atoms 1 to 5: Ni 0.20; C -1.31; N 1.27; C -1.20; C -0.92

=====

Maximum force across the listed records, respectively: 4.54, 0.20, 0.20 eV Å⁻¹.